86
Properties=species:S:1:pos:R:3 method="wB97M-V/def2-TZVPD" e_tot_ha=-4065.270356 homo_ev=-6.01 orbital_gap_ev=7.812 e_above_lowest_ev=0.898 e_lumo_ev=1.8 charge=-1 largest_force_ev_per_a=2.43
N -2.648 -1.492 3.470
S -2.596 0.148 3.779
O -3.617 0.474 4.720
O -1.303 0.391 4.334
N -2.693 1.037 2.416
S -3.909 0.623 1.434
O -4.375 1.810 0.786
O -4.961 -0.072 2.138
C -3.272 -0.556 0.212
C -2.879 0.066 -1.127
C -1.569 0.829 -1.139
F -1.674 1.733 -2.153
F -1.421 1.551 -0.058
C -0.282 0.033 -1.482
F -0.477 -0.500 -2.706
F 0.718 0.896 -1.603
C 0.054 -1.161 -0.536
F -0.092 -0.719 0.697
F -0.789 -2.133 -0.812
C 1.551 -1.571 -0.688
F 1.968 -1.506 -1.916
F 2.248 -0.712 -0.012
S 1.997 -3.297 -0.034
F 2.927 -2.678 1.091
F 0.821 -3.296 1.002
F 1.146 -4.001 -1.143
F 3.270 -3.313 -0.983
F 2.418 -4.721 0.480
H -3.591 -1.856 3.533
H -2.180 -1.743 2.611
H -2.499 -1.144 0.691
H -4.091 -1.243 0.014
H -2.795 -0.755 -1.840
H -3.679 0.687 -1.512
C -7.323 2.635 2.666
C -8.737 2.312 3.128
C -9.532 3.467 2.537
O -8.862 3.854 1.335
C -7.571 3.216 1.286
H -6.657 1.775 2.649
H -6.883 3.394 3.319
H -9.065 1.367 2.687
H -8.840 2.236 4.210
H -9.543 4.330 3.214
H -10.565 3.196 2.305
H -7.609 2.430 0.526
H -6.816 3.944 0.992
C -1.533 4.750 2.319
C -0.512 5.852 2.582
C 0.069 6.076 1.193
O -0.972 5.785 0.260
C -2.056 5.137 0.946
H -2.318 4.688 3.069
H -1.033 3.781 2.271
H -1.021 6.757 2.926
H 0.243 5.584 3.320
H 0.904 5.392 0.997
H 0.418 7.101 1.041
H -2.884 5.850 1.021
H -2.391 4.275 0.370
C 6.080 -1.516 -0.325
C 7.142 -0.449 -0.087
C 7.757 -0.305 -1.472
O 6.717 -0.590 -2.412
C 5.600 -1.163 -1.724
H 5.279 -1.513 0.412
H 6.541 -2.507 -0.325
H 6.666 0.488 0.211
H 7.871 -0.717 0.676
H 8.564 -1.030 -1.625
H 8.149 0.696 -1.657
H 4.803 -0.413 -1.692
H 5.238 -2.032 -2.275
C 6.329 -4.594 -4.287
C 4.830 -4.666 -4.062
C 4.510 -6.083 -4.513
O 5.678 -6.869 -4.240
C 6.771 -6.000 -3.915
H 6.824 -3.823 -3.697
H 6.537 -4.403 -5.343
H 4.610 -4.553 -2.998
H 4.268 -3.910 -4.609
H 4.318 -6.123 -5.591
H 3.652 -6.510 -3.993
H 6.964 -6.084 -2.840
H 7.665 -6.320 -4.453